ORCA calculation (ωB97M-V/def2-TZVPD) on an isolated ion of composition C7H14N3 and charge +1 at a distorted geometry.

XYZ file:
```
24
Properties=species:S:1:pos:R:3:forces:R:3:lowdin_charge:R:1
C 3.57068 -0.16820 0.28264 2.2 -2.0 0.1 -0.048
N 2.45162 0.69295 0.35846 -2.3 1.0 0.2 -0.041
C 1.22197 0.14675 1.05744 1.5 -1.6 -2.1 -0.038
C 0.34789 -0.39630 -0.07425 -3.8 0.8 -0.6 -0.328
C -1.42361 -0.26371 0.38273 1.3 -1.6 1.3 0.093
C -2.68141 0.17361 0.13001 3.2 -0.6 -1.2 -0.276
C -4.14789 0.04573 0.28186 0.0 -1.6 1.3 -0.078
C -3.52602 0.75794 -0.90564 0.1 -0.6 -0.7 -0.104
N 0.83957 -0.03625 -1.39904 0.1 1.0 0.9 0.022
N 0.69834 -1.43468 -1.00707 -3.8 1.4 -0.1 0.124
H 3.28003 -1.20156 0.03194 -0.2 0.4 0.5 0.104
H 4.10707 0.11066 -0.60799 0.8 0.3 0.0 0.109
H 4.21681 -0.19108 1.18141 -0.4 0.2 -0.5 0.126
H 2.68279 1.64384 0.67212 -0.1 -0.4 -0.2 0.194
H 2.04773 0.64718 -0.67372 0.0 0.7 0.4 0.129
H 0.68064 0.86583 1.53660 -1.2 2.3 1.2 0.100
H 1.52916 -0.56967 1.78104 0.2 -0.8 0.5 0.133
H -1.36138 -0.94456 1.24555 -0.1 0.4 -0.1 0.083
H -4.61391 0.59533 1.10603 0.1 0.0 -0.5 0.110
H -4.52156 -1.03949 0.23079 0.4 1.9 -0.3 0.145
H -3.53256 0.17339 -1.84192 -0.1 0.7 0.4 0.122
H -3.50312 1.83651 -0.95976 -0.5 0.1 -0.1 0.109
H 0.08239 0.41733 -1.92363 0.2 -1.2 -0.4 0.145
H 1.55477 -1.86153 -0.88561 2.5 -0.7 0.3 0.065
```
Positions in Å, forces in eV/Å.

Results
ΔE to the lowest compared entry with this formula, charge and spin	695.7	kJ/mol
charge	+1
electronic energy	-438.92321	Ha
SMILES	C[NH2+]CC1(C=C2CC2)NN1
E_LUMO	-2.9	eV
frontier orbital gap	0.36718	hartree